1.
Computed, not measured: a cluster of 14 separate species, C38H110F6N8O14P in total in a non-equilibrium geometry, with ωB97M-V with the def2-TZVPD basis set.

The geometry in XYZ format:
```
177
Properties=species:S:1:pos:R:3
P -0.1054 0.2007 -0.3487
F 1.0724 1.1814 -0.8317
F -1.0107 1.5511 -0.1100
F -0.5582 0.0923 -1.8875
F -1.3697 -0.7373 0.0993
F 0.7781 -1.1477 -0.5411
F 0.4139 0.2365 1.2007
C 1.7462 -4.1514 -4.2027
O 1.8294 -2.8897 -3.5654
H 2.0644 -4.9583 -3.5393
H 0.7142 -4.2682 -4.5596
H 2.3839 -4.1067 -5.0898
H 1.5957 -3.0909 -2.6357
C 0.1853 4.1698 -1.2002
O 1.2523 4.4949 -2.0916
H -0.0678 3.1121 -1.2480
H 0.4076 4.3581 -0.1476
H -0.6980 4.7680 -1.4426
H 1.2460 3.7793 -2.7377
C -1.4931 -4.5070 -2.1437
O -1.1636 -3.1438 -2.4023
H -0.6019 -5.0935 -1.8973
H -2.0869 -4.5207 -1.2225
H -2.0624 -5.0108 -2.9226
H -1.2470 -2.7169 -1.5428
C -2.5303 2.4294 -3.3274
O -1.9981 1.2519 -3.9189
H -2.4829 2.3005 -2.2398
H -1.9251 3.3169 -3.5254
H -3.5544 2.6977 -3.6147
H -2.6389 0.5723 -3.6294
C 6.3372 4.0886 -1.3717
C 4.8280 3.8663 -1.4140
C 4.3602 3.2549 -0.0790
O 4.7021 1.8894 -0.0012
C 4.1602 1.1456 1.0571
N 4.1925 5.1580 -1.6364
H 6.8834 3.1773 -1.1116
H 6.6969 4.8129 -0.6362
H 6.7210 4.4269 -2.3360
H 4.5128 3.1502 -2.1721
H 3.2755 3.3846 0.0239
H 4.7504 3.8461 0.7625
H 4.1694 1.6866 2.0063
H 4.7884 0.2571 1.1971
H 3.2194 0.6124 0.8781
H 3.1868 5.0844 -1.7796
H 4.3070 5.7989 -0.8594
C 4.9335 3.3390 5.2312
C 3.7176 4.1526 5.6255
C 2.4789 3.4466 5.1086
O 2.4265 3.6256 3.7004
C 1.3743 2.8338 3.1661
N 3.6637 4.1981 7.0899
H 5.8556 3.8400 5.5277
H 4.9766 3.1708 4.1531
H 4.7834 2.3389 5.6431
H 3.8018 5.1482 5.1735
H 1.5610 3.8774 5.5363
H 2.4517 2.4075 5.4581
H 1.5953 1.7610 3.1381
H 1.3294 3.0957 2.1080
H 0.4171 3.0263 3.6549
H 4.4412 4.7981 7.3618
H 2.8600 4.7478 7.3881
C -3.5883 4.8348 0.3615
C -3.3648 3.8781 1.5231
C -4.3612 2.7086 1.4885
O -5.6909 3.2138 1.5249
C -6.2001 3.4675 2.8180
N -1.9531 3.4799 1.6243
H -3.4368 4.3395 -0.6013
H -2.8658 5.6562 0.3840
H -4.5411 5.3527 0.4709
H -3.5946 4.4970 2.4009
H -4.0986 1.9871 2.2631
H -4.2812 2.2584 0.4982
H -7.2718 3.6354 2.7357
H -5.7234 4.3822 3.1906
H -5.9633 2.6500 3.5058
H -1.7074 2.9654 0.7778
H -1.9675 2.6997 2.2965
C 3.7707 -3.4246 0.5642
C 3.3570 -3.9149 -0.8144
C 4.1109 -5.1866 -1.2122
O 5.5053 -5.0765 -1.1266
C 6.1279 -6.3270 -1.3069
N 1.9084 -4.1067 -0.9012
H 4.8577 -3.3716 0.6486
H 3.4002 -4.1081 1.3369
H 3.3225 -2.4647 0.8272
H 3.5652 -3.1509 -1.5697
H 3.8036 -5.4890 -2.2230
H 3.6538 -6.0055 -0.6314
H 5.9866 -7.0593 -0.5105
H 7.1906 -6.0985 -1.4168
H 5.8489 -6.7083 -2.2972
H 1.3586 -3.3778 -0.4741
H 1.6905 -4.9752 -0.4180
C -2.8245 1.8248 5.0561
C -1.7316 0.8428 4.5974
C -1.8489 -0.5526 5.2212
O -1.1899 -0.5952 6.4705
C -1.0150 -1.9479 6.8860
N -1.9161 0.8006 3.1343
H -3.8038 1.4273 4.7726
H -2.7649 2.7941 4.5605
H -2.7997 2.0009 6.1341
H -0.7835 1.3450 4.7888
H -1.3330 -1.1767 4.4831
H -2.9029 -0.8481 5.2625
H -1.9191 -2.5606 6.9423
H -0.5346 -1.8988 7.8593
H -0.3632 -2.4402 6.1577
H -2.6851 0.1894 2.8633
H -1.1332 0.3712 2.6440
C -2.5103 -5.4838 3.7799
C -2.8387 -4.0424 3.3389
C -2.2842 -3.7416 1.9453
O -0.8903 -3.9417 1.8240
C -0.1813 -2.9414 2.5210
N -4.2961 -3.8015 3.3800
H -2.7258 -5.5849 4.8472
H -1.4382 -5.6740 3.6932
H -3.0658 -6.2392 3.2259
H -2.4757 -3.3083 4.0594
H -2.6560 -2.7610 1.6283
H -2.7509 -4.4339 1.2381
H 0.9036 -2.9842 2.4231
H -0.4084 -3.0094 3.5900
H -0.4027 -1.9206 2.1924
H -4.4909 -3.9190 4.3747
H -4.8581 -4.5696 3.0174
C -4.2610 0.1257 -1.1340
C -4.3054 -1.1511 -1.9315
C -5.7486 -1.6779 -2.0610
O -5.7667 -2.8270 -2.8862
C -7.0870 -3.1728 -3.2268
N -3.6876 -0.9738 -3.2621
H -3.2448 0.4645 -0.9442
H -4.6804 -0.0983 -0.1469
H -4.8268 0.9262 -1.6144
H -3.7777 -1.9425 -1.3893
H -6.3575 -0.9220 -2.5792
H -6.2026 -1.8214 -1.0735
H -7.6604 -3.3491 -2.3127
H -7.2460 -4.0528 -3.8534
H -7.5592 -2.3989 -3.8441
H -4.4271 -0.6619 -3.8985
H -3.6769 -1.9589 -3.5418
C 4.0111 0.0351 -2.3493
C 3.0466 0.8325 -3.2260
C 3.6555 1.3539 -4.5367
O 2.6435 1.9256 -5.3407
C 3.0508 3.1743 -5.8527
N 1.7618 0.1258 -3.4983
H 4.2359 -0.9425 -2.7998
H 3.4891 -0.2807 -1.4433
H 4.9750 0.5089 -2.1732
H 2.7776 1.7398 -2.6698
H 4.2464 0.5964 -5.0740
H 4.4378 2.1001 -4.3339
H 3.2333 3.9305 -5.0792
H 2.3014 3.5293 -6.5581
H 4.0094 3.0718 -6.3796
H 1.3517 0.2524 -2.5717
H 2.0725 -0.8588 -3.3728
C -2.2403 -1.1073 -6.2908
C -1.3873 -1.9888 -5.4136
O -0.6258 -1.2462 -4.4941
O -1.4234 -0.0271 -6.7337
H -3.1510 -0.8213 -5.7502
H -2.6185 -1.6088 -7.1932
H -0.6868 -2.5895 -6.0172
H -2.0374 -2.7109 -4.8961
H -0.4880 -1.8598 -3.7584
H -1.9081 0.3587 -7.4698
```

Values from the calculation:
Energy above the lowest of the compared OMol25 structures with the same formula, charge and spin, kcal per mole: 0.0
Charge: -1
E_tot, eV: -107370.914
E_HOMO, eV: -5.694
Gap between HOMO and LUMO, Eh: 0.2821


2.
Computed, not measured: a cluster of 3 separate species, C5H14NO4 in total in a non-equilibrium geometry, with ωB97M-V with the def2-TZVPD basis set.

The geometry in XYZ format:
```
24
Properties=species:S:1:pos:R:3
C -0.2120 1.7358 -1.8767
C -0.6797 0.4182 -1.2834
N -0.4019 0.2370 0.0513
C -2.3228 -1.3385 0.5264
C -0.8746 -0.8967 0.7459
C 0.1271 -2.1811 0.2878
O 1.3645 -1.5685 -0.0135
O -1.4560 -0.3620 -1.8815
H 0.7598 1.8470 -2.3329
H -0.0178 2.4643 -1.0649
H -1.0294 1.9650 -2.6559
H 1.3535 -0.5294 0.0237
H -3.0312 -0.5105 0.9293
H -2.5171 -2.3199 1.0137
H -2.6613 -1.2747 -0.5128
H -0.6824 -0.7169 1.8622
H 0.3745 -2.9338 1.1049
H -0.3437 -2.5853 -0.6370
H 0.7270 2.9906 1.0485
H 0.8176 1.5361 0.7250
O 1.4258 2.3486 0.7906
H 2.9461 1.2594 0.7376
H 2.9253 -0.2545 1.0669
O 3.4087 0.6697 1.3445
```

Values from the calculation:
Energy above the lowest of the compared OMol25 structures with the same formula, charge and spin, kcal per mole: 63.7
Charge: -1
E_tot, eV: -15092.156
E_HOMO, eV: -4.204
Gap between HOMO and LUMO, Eh: 0.2908


3.
Computed, not measured: a structure of composition C5H6O in a non-equilibrium geometry, with ωB97M-V with the def2-TZVPD basis set.

The geometry in XYZ format:
```
12
Properties=species:S:1:pos:R:3
O 1.2087 -0.8548 1.0166
C 0.4109 0.1324 0.5251
C -1.0926 0.1641 0.7067
C -0.9554 -0.6126 -0.5686
C 0.2612 -0.3788 -1.1816
C 0.9219 0.8969 -0.5794
H -1.5263 1.1673 0.6554
H -1.4828 -0.3996 1.5530
H -1.5172 -1.5292 -0.7593
H 1.3684 -1.3401 0.1588
H 2.0030 0.9407 -0.6823
H 0.4003 1.8138 -0.8444
```

Values from the calculation:
Energy above the lowest of the compared OMol25 structures with the same formula, charge and spin, kcal per mole: 102.4
E_tot, eV: -7324.843
E_HOMO, eV: -8.245
Gap between HOMO and LUMO, Eh: 0.3374


4.
Computed, not measured: a cluster of 6 separate species, C8H25NO9 in total in a non-equilibrium geometry, with ωB97M-V with the def2-TZVPD basis set.

The geometry in XYZ format:
```
43
Properties=species:S:1:pos:R:3
C -21.6076 7.5310 -11.2366
O -22.6885 6.8087 -10.6338
H -20.8947 7.8687 -10.4831
H -21.0248 6.8809 -11.8980
H -22.0208 8.3311 -11.8411
H -22.2979 6.0223 -10.2429
C -29.9473 8.6124 -10.8490
O -31.1982 9.0022 -11.4078
H -29.1061 8.7651 -11.5290
H -29.6851 9.2721 -10.0018
H -29.9692 7.6282 -10.3994
H -31.1119 9.9470 -11.5647
C -24.2108 4.9463 -13.1703
O -25.1644 5.8170 -13.7502
H -24.2249 3.9871 -13.6904
H -23.2115 5.3544 -13.3512
H -24.4632 4.7605 -12.1271
H -25.3524 6.5730 -13.1708
C -25.5113 9.0139 -11.0273
O -24.9685 8.0780 -11.9519
H -26.5523 9.2001 -11.3034
H -25.6146 8.5941 -10.0215
H -24.9644 9.9553 -11.1117
H -24.1278 7.7625 -11.5820
C -27.9455 8.1324 -13.7609
N -27.2939 9.2914 -14.4218
O -27.2558 10.3128 -13.7586
O -26.9044 9.1811 -15.5643
H -27.9473 7.2042 -14.3219
H -28.9881 8.4205 -13.6284
H -27.4829 8.0059 -12.7872
C -29.2691 4.8791 -12.4033
O -28.1299 4.4000 -11.7301
C -27.4537 5.2792 -10.9901
O -27.7452 6.4441 -10.8584
O -26.4206 4.6591 -10.4581
C -25.5435 5.4563 -9.6530
H -29.9200 5.4220 -11.7146
H -29.8921 4.0502 -12.7429
H -29.0459 5.4644 -13.2923
H -24.7540 4.8486 -9.2342
H -26.1341 5.9053 -8.8481
H -25.2097 6.2975 -10.2574
```

Values from the calculation:
E_tot, eV: -28614.321
E_HOMO, eV: -9.965
Gap between HOMO and LUMO, Eh: 0.3774


5.
Computed, not measured: an isolated molecule of C4H12N2O in a non-equilibrium geometry, with ωB97M-V with the def2-TZVPD basis set.

The geometry in XYZ format:
```
19
Properties=species:S:1:pos:R:3
C -0.2934 -2.1273 0.4610
O 0.9905 -2.7007 0.1352
C -0.5390 -0.6835 -0.1706
C -0.1005 0.3817 0.8269
C 0.4822 1.6909 0.2642
N -0.4332 2.6386 -0.4088
N 0.2368 -0.5670 -1.4218
H -0.3238 -2.1332 1.5509
H -1.1217 -2.7375 0.0856
H 0.9621 -2.5019 -0.8005
H -1.5936 -0.6722 -0.4291
H 0.7674 -0.0859 1.2893
H -0.8207 0.6812 1.5972
H 1.4229 1.6028 -0.2576
H 0.7081 2.2608 1.2050
H -1.4231 2.4930 -0.2990
H -0.1434 3.5634 -0.1453
H 0.8768 0.1978 -1.3899
H 0.3455 -1.3011 -2.0925
```

Values from the calculation:
Energy above the lowest of the compared OMol25 structures with the same formula, charge and spin, kcal per mole: 53.2
E_tot, eV: -9368.886
E_HOMO, eV: -8.944
Gap between HOMO and LUMO, Eh: 0.3633


6.
Computed, not measured: a structure of composition C61H88CsN7O5S2 in a non-equilibrium geometry, with ωB97M-V with the def2-TZVPD basis set.

The geometry in XYZ format:
```
164
Properties=species:S:1:pos:R:3
Cs -0.7160 0.5584 0.3237
C 3.4360 -3.3589 -0.9141
N 2.1191 -3.0289 -0.4233
C 1.6775 -4.0059 0.5531
C 1.1602 -2.9005 -1.5170
C -0.1248 -2.2050 -1.0529
N -1.3422 -2.8039 -1.5610
C -2.4437 -1.9817 -2.0714
C -3.7344 -1.8446 -1.2719
C -4.6617 -2.8723 -1.3116
C -5.8700 -2.8300 -0.6257
C -6.1571 -1.6531 0.0710
C -5.3008 -0.5672 0.1187
C -4.0149 -0.6569 -0.5263
O -3.1757 0.3067 -0.4362
C -5.6682 0.7222 0.8674
C -7.1063 0.6979 1.3935
C -5.5516 1.9314 -0.0756
C -4.7447 0.9206 2.0810
C -6.8267 -4.0168 -0.5411
C -6.8987 -4.4955 0.9185
C -6.3532 -5.1862 -1.4038
C -8.2335 -3.6247 -1.0135
C -1.6559 -4.0977 -1.0104
C -2.3054 -4.3222 0.3665
C -2.8340 -5.5874 0.5342
C -3.4105 -6.0360 1.7231
C -3.4596 -5.1010 2.7503
C -2.9430 -3.8141 2.6612
C -2.2978 -3.3677 1.4494
O -1.7782 -2.2149 1.3330
C -3.1393 -2.9186 3.9011
C -2.5905 -3.6140 5.1598
C -2.4615 -1.5443 3.8479
C -4.6489 -2.6757 4.0788
C -3.8497 -7.4887 1.8887
C -4.6156 -7.7148 3.1940
C -4.7629 -7.9319 0.7396
C -2.6064 -8.3934 1.8997
H 3.4583 -4.3321 -1.4432
H 4.1410 -3.4160 -0.0816
H 3.7807 -2.5884 -1.6048
H 1.6345 -5.0246 0.1221
H 0.6850 -3.7587 0.9308
H 2.3723 -4.0193 1.3954
H 0.9324 -3.8908 -1.9506
H 1.6327 -2.3158 -2.3102
H -0.1029 -1.1713 -1.3991
H -0.1560 -2.1612 0.0394
H -2.7156 -2.4063 -3.0515
H -2.0613 -0.9741 -2.2517
H -4.4051 -3.7535 -1.8908
H -7.1025 -1.5932 0.5993
H -7.8276 0.5582 0.5847
H -7.3259 1.6509 1.8851
H -7.2587 -0.0956 2.1292
H -6.2646 1.8342 -0.8996
H -4.5457 1.9885 -0.4859
H -5.7850 2.8559 0.4672
H -4.9392 0.1441 2.8260
H -4.9297 1.8944 2.5532
H -3.6974 0.8470 1.7954
H -5.9014 -4.7469 1.2861
H -7.5452 -5.3769 1.0115
H -7.3013 -3.7093 1.5596
H -5.3628 -5.5243 -1.0962
H -6.3116 -4.9033 -2.4581
H -7.0428 -6.0300 -1.3009
H -8.6402 -2.7995 -0.4265
H -8.9198 -4.4740 -0.9192
H -8.2119 -3.3104 -2.0593
H -0.7161 -4.6661 -1.0048
H -2.2940 -4.6209 -1.7371
H -2.7748 -6.2651 -0.3188
H -3.9295 -5.3860 3.6843
H -1.5179 -3.7893 5.0536
H -3.0699 -4.5747 5.3554
H -2.7488 -2.9758 6.0354
H -1.3808 -1.6360 3.7508
H -2.6873 -1.0122 4.7817
H -2.8037 -0.9513 3.0066
H -5.1860 -3.6117 4.2497
H -5.0582 -2.2195 3.1741
H -4.8396 -2.0075 4.9268
H -5.4981 -7.0737 3.2448
H -3.9940 -7.5080 4.0670
H -4.9437 -8.7569 3.2551
H -5.6713 -7.3285 0.7172
H -5.0444 -8.9836 0.8607
H -4.2715 -7.8270 -0.2281
H -1.9454 -8.1160 2.7230
H -2.0448 -8.2790 0.9712
H -2.8835 -9.4483 2.0108
S 2.0018 0.7330 2.9408
C 3.2306 1.7682 2.5991
N 4.4962 1.6290 3.0679
C 5.5128 2.5815 2.6750
C 5.3975 2.8309 1.1960
N 4.0655 3.3203 0.9029
C 3.8438 4.3455 -0.1352
C 5.0680 4.5780 -0.9784
C 5.5056 3.6193 -1.8963
C 6.6486 3.8491 -2.6448
C 7.3660 5.0311 -2.4999
C 6.9310 5.9911 -1.6000
C 5.7889 5.7600 -0.8430
C 3.0220 2.9763 1.6849
S 1.5909 3.7955 1.6888
C 4.8637 0.6043 4.0325
C 5.0782 1.1935 5.4058
C 3.9994 1.8055 6.0467
C 4.1630 2.3756 7.2975
C 5.4040 2.3413 7.9252
C 6.4775 1.7358 7.2941
C 6.3132 1.1659 6.0366
H 6.4888 2.1520 2.9068
H 5.4169 3.5217 3.2314
H 5.6147 1.9188 0.6278
H 6.1195 3.5912 0.8971
H 3.5474 5.2688 0.3709
H 3.0106 3.9901 -0.7517
H 4.8839 2.7369 -1.9985
H 6.9783 3.1069 -3.3613
H 8.2546 5.2051 -3.0947
H 7.4768 6.9203 -1.4869
H 5.4447 6.5070 -0.1359
H 5.7680 0.0948 3.6856
H 4.0478 -0.1180 4.0446
H 3.0354 1.8240 5.5527
H 3.3205 2.8446 7.7891
H 5.5282 2.7863 8.9045
H 7.4464 1.7073 7.7772
H 7.1517 0.6914 5.5392
O 1.7755 2.7021 -3.7244
C 2.5922 2.0362 -3.0687
O 2.9562 2.1655 -1.8740
H 3.0709 1.1640 -3.6198
C -2.8322 3.9091 4.1146
C -2.0281 2.8960 3.4470
N -1.4271 2.0920 2.8965
H -3.6740 3.4328 4.6155
H -3.2152 4.6116 3.3754
H -2.2317 4.4483 4.8455
C -1.0433 1.2957 -4.3631
N -1.3940 2.6406 -3.9560
C -1.9819 3.5319 -4.9250
C -1.6764 4.9713 -4.5601
C -2.1373 5.2219 -3.1377
N -1.5367 4.2544 -2.2546
C -1.5210 4.5589 -0.8418
C -1.2340 2.9634 -2.6430
O -0.8401 2.1531 -1.8196
H -0.6947 1.3250 -5.3962
H -1.8918 0.6095 -4.2786
H -0.2256 0.9465 -3.7407
H -3.0706 3.3830 -4.9944
H -1.5614 3.2942 -5.9055
H -2.1854 5.6522 -5.2467
H -0.5999 5.1374 -4.6284
H -3.2374 5.1881 -3.0828
H -1.8332 6.2217 -2.8109
H -1.1671 5.5838 -0.7027
H -0.8324 3.8866 -0.3380
H -2.5147 4.4616 -0.3871
```

Values from the calculation:
Energy above the lowest of the compared OMol25 structures with the same formula, charge and spin, kcal per mole: 15.6
Charge: -2
E_tot, eV: -107575.086
E_HOMO, eV: -1.253
Gap between HOMO and LUMO, Eh: 0.1632


Question: Which of these has the lowest E_HOMO?
Answer: C8H25NO9